C86H171F24N7O19P3S8 | ωB97M-V with the def2-TZVPD basis set

Last column: Mulliken charge in e.
Cartesian coordinates (Å):
F 11.9718 14.1051 40.1820  -0.22
S 15.2735 7.6476 32.7707  0.59
C 10.8791 5.7655 42.6317  -0.28
H 3.2395 5.3687 29.2312  0.43
H 10.1940 6.5434 35.2670  0.16
C 4.5038 10.9331 34.1350  0.39
F 12.8534 6.4039 32.5274  -0.21
H 10.5134 13.7880 35.4739  0.16
H 6.4095 3.7803 25.9497  0.86
H 7.4328 10.6391 28.6458  0.35
H 10.2587 10.9468 30.5155  -0.39
H 7.8664 5.6915 31.1642  0.50
C 8.8450 16.8239 28.7747  -0.76
H 5.3508 14.2343 26.0608  0.24
C 12.6670 8.7558 28.2360  -1.48
H 5.5551 11.2188 34.0969  -0.64
H 1.9708 2.7766 29.8336  0.50
C 7.7558 15.9992 29.5207  0.51
H 10.9877 6.8458 42.7285  0.21
H 4.6781 10.7843 31.2943  0.05
O 15.8603 6.3232 32.7250  -0.73
H 8.3179 7.2265 29.3159  0.58
C 3.6286 4.4748 28.7436  -1.00
H 3.5527 12.5687 36.0037  0.61
F 1.2176 6.4247 32.1649  -0.24
H 2.1007 10.6506 35.3620  0.34
H 17.3792 9.4560 25.1421  0.38
H 2.7167 10.2214 37.0106  0.40
F 6.1268 19.6155 37.0818  -0.23
C 6.3605 5.6286 28.4581  -1.22
O 11.1733 9.5299 39.6966  -0.49
C 4.2884 15.2286 29.8102  -0.26
C 11.4407 8.3091 35.0834  0.37
C 13.6280 12.9053 33.1218  -0.98
F 19.2578 10.6457 32.3499  -0.19
C 4.7094 15.9494 24.9648  -0.61
C 4.4987 2.5928 25.7859  -0.23
F 13.1688 14.5094 38.3564  -0.21
C 13.6192 7.2341 31.8364  0.25
H 13.4156 8.0184 28.5257  0.21
O 13.4615 8.9195 25.3956  -0.31
C 11.3627 4.9621 43.8432  -1.47
H 9.3194 18.3100 27.4106  0.43
F 7.9170 5.3765 35.6419  -0.12
P 11.1089 5.7647 38.4265  0.20
H 3.2730 9.6882 33.0301  0.41
C 13.3154 13.3383 31.6544  0.07
H 15.2521 4.3486 37.7202  0.42
H 5.6533 -0.7758 25.9923  0.39
H 11.5671 7.9631 37.6215  0.52
H 9.3706 8.5427 34.5692  -0.09
H 6.0151 12.9133 35.4704  -0.40
C 18.1619 10.4278 31.6668  0.53
H 7.2567 2.4755 40.8148  0.46
H 9.0030 11.3282 26.1552  0.27
C 6.8788 6.2288 35.5529  0.24
O 14.7475 8.0907 34.0804  -0.30
H 7.8132 11.7642 37.0178  0.48
F 12.8820 8.3289 31.5822  0.04
H 7.0093 16.6797 29.9304  0.36
O 3.6762 16.6914 33.5813  -0.66
H 7.6359 18.0448 27.4373  0.10
F 6.6357 6.8249 36.7691  -0.23
H 12.9639 4.2581 38.9889  0.71
C 11.4520 5.3275 41.2605  -0.96
C 8.0347 11.2878 26.6540  -0.87
H 6.2532 3.0686 27.3116  0.68
H 9.4319 16.1638 28.1360  0.37
C 5.2734 9.5176 36.1999  0.48
P 6.8526 14.7837 28.5598  0.45
C 11.9625 10.9635 26.8960  -1.81
C 5.5665 3.4402 26.5511  -1.25
H 3.9080 7.0065 26.7755  0.56
C 5.7657 12.5695 36.4743  0.36
H 6.3810 15.2919 23.6758  0.28
H 6.7128 16.8094 24.5623  0.29
H 6.3543 12.3281 27.0069  0.44
H 5.6427 7.6848 23.3482  0.41
H 7.2359 13.0558 25.7983  0.45
S 3.5420 5.6878 33.4185  0.29
C 13.9126 6.1556 38.4078  -0.07
C 10.8769 7.1994 37.2631  -0.54
H 8.3383 7.1883 31.8122  0.30
C 12.8398 5.0637 38.2652  -1.60
F 13.5502 8.7878 41.5445  -0.19
H 7.4373 10.6790 25.9754  0.30
C 7.3747 12.6511 26.8008  -1.09
H 13.2023 11.2974 29.3854  0.56
H 14.0886 12.9495 30.9917  0.63
C 16.3306 9.7517 25.1737  -1.68
H 12.0792 8.9438 35.6979  0.57
H 8.2494 2.0716 39.4141  0.29
H 4.2123 3.0706 24.8490  0.28
F 6.2467 17.2924 32.3087  -0.25
O 4.9809 4.4037 36.1974  -0.69
C 2.7335 2.9855 30.5838  -0.17
C 7.5332 2.7921 39.8092  -1.43
C 4.9936 1.2414 25.3023  -1.01
C 15.1952 5.4361 37.7683  -1.02
O 4.4359 16.2464 37.4285  -0.69
H 11.2576 5.3795 44.8446  0.39
O 11.0466 16.2687 32.3873  -0.42
C 2.9569 14.5675 30.2243  -1.39
S 11.9340 12.1160 38.4119  0.73
H 4.6595 0.0591 27.0747  0.25
H 7.2070 4.7013 40.3028  0.42
H 2.2684 15.3769 30.4668  0.49
H 13.8388 15.4791 34.5617  0.40
C 12.7533 15.5358 34.6422  -1.44
C 9.7481 10.9142 31.4780  -0.26
C 1.7529 6.5697 33.4296  0.43
H 11.2166 13.9124 29.9762  0.10
H 4.8318 9.0153 31.1702  0.13
N 4.2783 10.6098 35.6670  0.32
C 2.8747 10.1403 35.9352  -0.93
F 1.8588 7.8575 33.6820  -0.13
C 11.0618 6.9856 35.7563  -0.51
H 7.8780 11.7228 31.0085  -0.58
C 15.9467 8.1760 27.1502  -1.52
C 13.8848 15.8275 31.4850  -1.67
H 12.4345 4.8130 43.7128  0.33
F 0.9293 5.9316 34.3391  -0.22
H 11.3835 7.3290 40.3882  -0.23
H 7.5383 12.7069 33.1372  -0.46
C 6.7517 11.5233 37.0758  -1.58
C 16.0553 10.6801 27.5194  -1.54
F 13.8288 6.5982 30.6582  -0.30
H 3.5673 5.7236 25.6937  0.75
H 7.1619 10.4249 35.3566  -1.05
H 12.4172 16.5716 34.5943  0.42
H 12.0367 8.1673 27.5693  0.58
F 17.6631 11.5556 31.1837  -0.20
C 4.9898 15.2461 26.2450  -0.32
H 2.3666 14.1084 29.4313  0.45
H 16.1111 5.6646 38.3134  0.43
H 6.3659 7.0383 25.6549  0.37
H 12.5398 5.3931 41.2802  0.65
H 10.4902 10.8973 32.2762  -0.44
S 16.8558 9.5914 32.9706  0.79
H 3.7447 12.9278 31.4119  -0.51
H 12.4891 12.6958 31.3505  -0.71
H 9.8058 5.6579 42.4753  0.34
C 6.1816 15.7912 27.1323  -1.84
H 4.1179 15.2605 24.3617  0.34
C 4.3860 6.1795 26.2505  -1.20
H 9.6665 14.4474 34.0114  -0.29
C 7.3797 7.4258 29.8336  0.32
H 5.7878 5.7549 24.6348  0.19
H 9.8747 6.5987 40.4433  0.75
S 5.4027 5.1119 34.9682  0.85
C 12.4630 13.0909 34.0001  -0.09
C 5.7105 18.6490 37.8832  0.47
F 18.3986 9.5610 30.6549  -0.23
H 8.0714 15.4064 30.3792  -0.35
H 5.7969 1.3671 24.5763  0.39
H 5.2963 7.0217 29.6233  0.22
H 4.5120 8.6925 33.6835  -0.97
C 15.5674 9.5752 26.5658  1.40
C 12.7133 9.6780 41.9566  0.37
H 8.4235 5.8714 38.6643  0.25
C 13.8586 11.0680 28.5459  -1.48
H 17.1171 10.5027 27.6907  0.51
H 4.0403 7.0285 23.4595  0.40
H 15.9790 6.9698 36.5379  0.33
H 4.1915 11.5771 37.4608  0.49
H 9.8608 4.2769 37.0535  0.51
H 10.3409 3.5281 38.5743  0.78
C 8.2939 10.5568 27.9826  -0.74
N 15.9250 8.6928 31.8440  0.00
H 4.2446 9.6176 23.6731  0.43
O 17.6104 8.7836 33.9002  -0.54
C 8.5016 4.7865 38.5936  -0.14
S 11.7063 10.6095 40.4916  1.31
C 15.4984 6.0062 36.3688  -0.88
H 12.7137 15.2313 35.6880  0.25
H 9.8775 7.6179 37.3827  -0.01
H 7.3594 9.5147 36.6876  0.41
H 4.2634 16.9246 25.1603  0.34
F 4.6415 19.0186 38.4797  -0.19
H 14.4439 15.8441 32.4205  0.31
C 12.7621 14.7543 31.4053  1.82
H 4.0128 15.8692 28.9725  0.39
O 12.6928 11.9948 37.1669  -0.59
C 8.2010 19.2425 29.0513  -1.46
H 3.6094 2.3725 26.3766  0.31
C 5.4522 0.2349 26.3475  -1.04
H 11.0735 10.3858 26.6430  0.44
H 8.4612 13.1628 28.7377  -0.53
C 8.2760 11.9094 33.0483  0.48
H 10.9408 3.9609 43.9310  0.34
H 4.8927 13.4271 28.7456  0.82
H 8.9439 4.2205 40.6385  0.05
C 5.9468 16.2114 24.0684  -1.21
H 14.6931 15.7282 30.7605  0.40
H 5.7227 16.6576 27.6085  0.62
O 6.8237 16.3866 36.9008  -0.55
F 7.1281 7.1631 34.6354  0.15
H 16.1997 10.7656 24.7956  0.39
H 12.7369 14.5441 29.2676  0.34
O 9.2041 13.2619 31.1892  -0.60
H 2.2695 3.7124 31.2505  0.05
P 5.0254 4.8839 27.4985  0.09
H 8.0451 20.2001 28.5544  0.43
H 15.7233 7.3295 26.5008  0.42
H 15.8522 9.0600 24.4802  0.46
C 6.6443 10.2391 36.2977  1.31
H 11.5607 11.7524 27.5319  0.29
H 10.2284 10.0608 34.3604  -0.16
F 7.4401 16.4653 33.9752  -0.15
C 5.4600 6.6099 25.2260  -0.36
H 7.5033 8.5080 29.7930  -0.50
C 6.3498 16.3290 33.2151  0.25
F 10.9236 14.6389 38.3998  -0.16
H 2.2760 1.4729 32.0459  0.37
C 9.8852 4.4152 38.1344  -1.15
O 5.9395 4.2392 33.9199  -0.56
H 6.0092 7.7270 28.1526  0.22
H 4.0939 15.2487 26.8660  0.07
C 3.0553 1.6689 31.3094  -1.56
H 7.3174 19.0714 29.6662  0.32
O 3.1852 4.3058 33.6265  -0.61
H 7.0891 16.0284 26.5771  0.89
H 3.0583 0.9421 30.4972  0.48
F 6.6988 18.3557 38.7679  -0.21
H 2.8684 9.1038 35.5979  0.33
C 7.5424 6.7305 31.2248  -1.26
C 8.4936 18.1444 28.1026  -0.53
H 4.4583 2.6517 29.2322  0.56
O 10.7264 11.4431 41.1671  -0.66
C 4.4071 8.9251 24.4990  -0.88
O 4.1377 5.9321 32.1038  -0.17
S 5.5114 17.0487 36.8498  1.21
H 9.0231 10.8969 28.7180  -0.15
H 14.0737 12.0357 28.0928  0.49
H 6.5548 11.3432 38.1326  0.36
H 8.5066 9.5099 27.7664  0.62
H 7.2047 5.6604 27.7693  0.62
H 4.7684 3.8084 30.4202  0.10
C 11.9034 14.5832 33.9090  1.57
C 8.7496 12.0064 31.5984  2.54
H 6.6889 2.8717 39.1244  0.32
H 15.4824 7.8122 28.0668  0.19
F 6.4582 15.1464 32.6591  0.14
H 9.6402 16.9948 29.5003  0.46
C 7.9784 13.5876 27.8576  0.69
H 15.6762 11.4941 29.4760  0.26
H 15.9602 11.6989 27.1438  0.48
H 4.3084 0.7174 24.6359  0.46
N 4.2571 6.2728 34.5782  0.09
C 6.1617 7.0115 28.9606  -0.38
H 5.3208 8.6573 35.5322  -1.15
H 10.4129 15.5486 35.0531  0.58
H 6.0235 10.0170 31.9754  -0.14
H 16.2730 5.4861 35.8053  0.51
H 5.5975 13.5039 30.2978  0.26
C 4.3485 11.9802 36.4604  -1.04
H 12.0008 8.1966 34.1551  -1.17
H 2.0160 13.3150 31.7668  0.56
H 6.5838 4.8927 29.2305  0.63
H 11.9676 8.9959 29.0368  0.27
H 12.7562 4.4473 37.3702  0.84
C 13.1306 10.0871 27.5566  1.64
H 3.8303 11.7072 33.7672  0.81
H 3.4798 8.8270 25.0634  0.29
H 5.5829 16.6949 23.1619  0.40
O 4.7457 14.9763 34.9489  -0.42
H 3.4076 14.2441 32.3619  0.07
C 10.5255 14.5317 34.6771  -1.29
C 10.9114 6.3645 40.2013  -0.29
N 12.7633 11.4469 39.7953  -0.55
H 11.4744 15.6098 29.8415  0.34
C 5.2977 14.1394 29.4645  -0.73
C 11.9923 14.6743 30.0529  -1.65
C 4.3424 9.6739 33.2407  0.84
H 4.0312 1.6015 31.7902  0.27
C 11.9962 14.0024 38.8578  0.51
H 8.9470 19.3406 29.8398  0.34
H 12.7254 12.8638 35.0334  0.31
H 11.8598 6.2513 35.6455  0.61
H 4.9650 9.0857 37.1520  0.56
H 9.0749 12.1700 33.7425  -0.51
C 10.1684 9.1637 34.9766  0.04
N 11.7160 15.0309 32.5519  1.21
N 14.0604 9.6190 26.4215  0.92
H 9.7862 9.4245 35.9635  0.25
H 14.5090 13.4177 33.5084  0.34
H 6.6607 6.8150 31.8601  0.01
F 11.9078 9.0362 42.8379  -0.26
C 4.9528 9.8751 31.8291  -0.79
C 8.0986 4.1819 39.9514  -0.57
H 2.8270 4.1065 28.1032  0.84
N 5.2199 17.5984 35.4269  -0.53
H 5.2004 9.3097 25.1399  0.04
H 6.3685 0.6732 26.7430  0.25
H 8.8449 14.0827 27.4193  0.75
H 15.2952 9.7117 29.3526  -0.10
O 16.0780 10.6947 33.5791  -0.50
C 15.3097 10.6796 28.8514  0.07
H 5.8158 13.4584 37.1031  0.58
H 12.2957 11.6194 26.0917  0.42
F 13.3653 10.5938 42.7542  -0.24
C 3.9694 3.4702 29.7606  -0.54
O 10.4715 11.7659 38.2190  -0.42
S 4.8192 16.3087 34.4083  0.80
H 11.1757 4.3108 40.9812  0.51
C 4.8264 7.5025 24.0472  -0.86
H 14.0434 6.4132 39.4588  0.30
H 17.0344 8.1295 27.2023  0.48
H 13.6864 7.0343 37.8037  0.28
H 4.6567 15.9545 30.5352  0.11
H 7.8303 10.9591 33.3422  -0.43
H 9.3348 9.9138 31.6064  0.08
H 11.6301 12.3957 33.8952  -0.47
H 13.9400 11.8615 33.0871  0.22
H 13.5736 16.8370 31.2163  0.41
H 7.7477 4.4950 37.8623  0.31
H 14.6126 6.1356 35.7470  -0.01
C 2.9954 13.7142 31.5032  0.06

Output
Molar mass: 2412.754 g mol⁻¹
Net charge: +1
Electronic energy: -11797.637691 a.u.
LUMO energy: -6.76 eV